Below is the ion C5H11N with charge -1 in a non-equilibrium geometry, with properties calculated with ωB97M-V/def2-TZVPD.

Element x y z (Å)
C -1.737 -0.731 -1.646
N -0.629 -1.139 -0.791
C 0.123 -0.206 -0.054
C 0.959 -0.609 0.915
C 1.760 0.284 1.829
C 0.025 1.255 -0.413
H -1.906 -1.523 -2.382
H -2.663 -0.498 -1.107
H -1.502 0.144 -2.245
H -1.005 -1.826 -0.145
H 0.789 -1.600 1.351
H 2.059 1.198 1.326
H 1.154 0.543 2.706
H 2.630 -0.231 2.246
H -0.181 1.382 -1.477
H 0.923 1.840 -0.249
H -0.801 1.717 0.137

Calculated values
Net charge = -1
<S²> = 0.750
HOMO (alpha / beta) = 1.4 / -4.1 eV
Energy above the lowest of the compared OMol25 structures with the same formula, charge and spin = 0.695 eV
DFT total energy = -6851.1228 eV
HOMO-LUMO gap (alpha / beta) = 2.77 / 8.04 eV
Multiplicity = 2

These are the Löwdin partial charges, in e, on atoms 1 to 4:
1 C -0.426
2 N -0.068
3 C -0.419
4 C -0.208